No. 1
Here is a 7-piece molecular cluster, C28H57N6O12PS overall from the OMol25 dataset. Energies are from ωB97M-V/def2-TZVPD.

Orbital gap (eV): 8.719
Electronic energy (hartree): -3072.1023

Structure (XYZ):
```
105
Properties=species:S:1:pos:R:3:forces:R:3:mulliken_charge:R:1
O 2.1937 -2.2480 1.7783 -0.38 0.01 -0.25 -0.56
S 1.3077 -1.1924 1.3481 0.52 -0.01 0.27 0.51
O -0.1972 -1.5292 1.7676 -0.23 -0.64 0.23 -0.27
C -0.7902 -2.7242 1.2224 -0.43 -0.09 0.02 -0.90
C -2.0704 -2.3675 0.4757 -0.11 0.11 -0.28 -0.74
C -2.0555 -0.9701 -0.1396 0.49 -0.03 0.14 -1.29
C -2.3537 0.1924 0.7752 -0.30 0.44 -0.01 1.74
C -2.8828 0.0766 2.0575 0.08 0.36 -0.01 -0.58
C -3.0810 1.2039 2.8580 0.13 0.03 -0.26 -1.06
C -2.7605 2.4732 2.3898 0.03 -0.33 -0.13 -1.00
C -2.2613 2.6097 1.0950 -1.92 -0.50 0.70 -0.46
C -2.0621 1.4803 0.3049 -1.50 -0.82 -0.10 -0.66
O 1.4435 -0.0878 2.5118 0.19 0.26 -0.08 -0.23
C 0.6180 1.0779 2.3590 -0.08 0.15 0.04 0.49
P 1.2540 2.3191 1.1634 -0.22 1.11 0.29 1.09
O 1.8093 3.4688 1.8884 0.17 -0.16 -0.05 -0.65
O 0.0347 2.6696 0.2038 3.04 0.08 -0.51 -0.61
O 2.3219 1.6387 0.2204 0.17 -0.32 -0.20 -0.53
H -0.1004 -3.2675 0.5791 0.27 0.23 -0.10 0.52
H -1.0023 -3.3812 2.0611 0.07 -0.03 0.12 0.24
H -2.1848 -3.0759 -0.3437 -0.06 -0.15 0.02 0.43
H -2.9397 -2.5003 1.1134 -0.11 0.04 0.07 0.31
H -1.0442 -0.7784 -0.5096 0.06 -0.10 -0.26 0.43
H -2.7158 -0.9543 -1.0002 -0.17 0.13 0.03 0.67
H -3.1280 -0.8911 2.4679 0.00 -0.12 -0.01 0.32
H -3.4837 1.0842 3.8535 -0.01 -0.01 0.07 0.41
H -2.9031 3.3452 3.0075 -0.07 0.09 0.01 0.54
H -2.0382 3.5982 0.7175 -0.44 0.22 -0.01 0.86
H -1.6688 1.5972 -0.6978 -0.16 -0.14 0.07 0.56
H 0.6570 1.6073 3.3059 0.10 -0.09 0.16 0.33
H -0.4250 0.8054 2.1851 0.16 -0.05 -0.08 -0.22
H -0.8025 2.7048 0.6934 0.79 0.24 0.15 -0.11
H 2.0302 0.8284 -0.2179 0.01 0.06 -0.08 0.37
C -6.0763 -1.1977 -0.8765 -0.02 0.01 0.06 0.08
O -4.9530 -0.7424 -0.7459 -0.09 -0.03 -0.01 -0.59
N -6.6111 -1.5770 -2.0471 -0.09 0.00 -0.09 0.19
C -7.9529 -2.1154 -2.1487 0.08 -0.04 -0.03 -0.80
C -5.8113 -1.4482 -3.2538 0.05 0.07 0.08 -0.92
H -6.7575 -1.3379 -0.0203 0.00 0.00 -0.01 0.25
H -7.9268 -3.1241 -2.5626 -0.01 0.00 -0.01 0.27
H -8.5687 -1.4881 -2.7976 -0.02 0.00 0.02 0.31
H -8.4074 -2.1454 -1.1603 -0.01 0.01 0.02 0.27
H -4.9013 -2.0418 -3.1682 0.01 -0.02 -0.05 0.23
H -5.5233 -0.4074 -3.4100 0.01 0.00 0.01 0.31
H -6.3885 -1.8076 -4.0995 0.00 -0.06 0.00 0.32
C 6.6239 -2.4485 4.5912 0.02 -0.05 0.02 0.05
O 7.8209 -2.6720 4.6577 0.01 -0.01 0.00 -0.59
N 6.0436 -1.6932 3.6469 -0.10 0.11 -0.12 0.21
C 4.6158 -1.4481 3.5897 0.25 0.12 0.14 -0.92
C 6.8847 -1.0843 2.6289 0.02 -0.23 0.18 -0.92
H 5.9046 -2.8631 5.3185 0.00 0.01 0.00 0.26
H 4.1983 -1.7876 2.6479 0.00 -0.05 -0.01 0.42
H 4.4255 -0.3772 3.6888 -0.14 -0.03 0.01 0.10
H 4.1145 -1.9670 4.4044 0.00 -0.04 0.01 0.34
H 7.4257 -1.8666 2.0982 0.00 0.00 -0.02 0.26
H 7.6124 -0.4188 3.0930 0.04 0.04 -0.09 0.30
H 6.2776 -0.5189 1.9311 -0.02 0.06 0.02 0.36
C 6.1450 2.8293 1.2011 -0.13 -0.02 -0.11 0.06
O 6.6178 1.7083 1.1270 0.06 0.00 0.02 -0.55
N 5.6299 3.3682 2.3172 0.06 0.08 0.05 0.21
C 5.0576 4.6995 2.3369 -0.10 -0.03 0.15 -0.94
C 5.6426 2.5806 3.5361 0.02 -0.01 -0.09 -0.66
H 6.0865 3.5028 0.3303 0.02 0.01 0.01 0.26
H 5.5934 5.3381 3.0426 0.05 0.02 -0.02 0.36
H 4.0054 4.6603 2.6232 -0.02 -0.03 -0.08 0.34
H 5.1278 5.1385 1.3444 0.00 0.00 -0.03 0.28
H 6.6639 2.3160 3.8129 0.01 -0.01 0.01 0.34
H 5.0830 1.6561 3.3957 -0.03 0.01 0.01 -0.03
H 5.1882 3.1581 4.3368 -0.02 0.01 0.00 0.39
C -8.0661 -3.9788 -5.6400 -0.01 -0.07 0.04 0.16
O -7.1254 -4.1010 -4.8760 -0.03 0.06 0.04 -0.59
N -7.9509 -3.6229 -6.9307 -0.02 0.05 -0.10 0.10
C -9.1008 -3.4922 -7.8024 0.12 0.00 0.00 -0.92
C -6.6210 -3.3660 -7.4607 -0.03 -0.04 0.07 -0.90
H -9.1096 -4.1562 -5.3291 0.00 0.00 0.00 0.28
H -9.0262 -4.1814 -8.6452 -0.03 -0.01 -0.01 0.34
H -9.1770 -2.4751 -8.1909 -0.03 0.00 0.00 0.35
H -10.0069 -3.7210 -7.2455 -0.02 -0.01 0.01 0.28
H -5.9940 -4.2519 -7.3638 0.01 0.00 -0.01 0.31
H -6.1404 -2.5551 -6.9132 0.01 0.01 -0.01 0.25
H -6.7044 -3.0936 -8.5093 -0.01 0.00 -0.02 0.38
C 11.1944 -3.3476 -0.5049 0.03 -0.01 -0.07 0.13
O 11.6774 -4.4568 -0.6313 0.01 -0.02 0.00 -0.60
N 10.7003 -2.8542 0.6439 -0.02 0.06 0.04 0.13
C 10.1340 -1.5226 0.7361 0.13 -0.22 0.13 -0.57
C 10.7332 -3.6883 1.8357 0.01 0.01 -0.07 -0.98
H 11.1200 -2.6359 -1.3460 0.00 0.00 0.01 0.25
H 10.6923 -0.9297 1.4633 -0.05 0.09 -0.03 0.30
H 9.0981 -1.5866 1.0613 -0.01 0.15 -0.06 0.09
H 10.1771 -1.0304 -0.2330 0.00 -0.01 -0.02 0.31
H 11.7600 -3.9616 2.0798 0.00 0.00 0.01 0.32
H 10.1728 -4.6084 1.6711 0.00 -0.01 0.01 0.29
H 10.2909 -3.1436 2.6666 -0.03 0.00 0.00 0.40
C -5.1615 5.1124 0.4970 -0.06 -0.03 0.02 0.12
O -4.2147 4.9948 1.2494 0.05 0.07 0.03 -0.56
N -5.0598 5.4294 -0.8081 -0.03 0.02 -0.08 0.13
C -6.2199 5.5568 -1.6635 0.11 0.00 -0.01 -0.94
C -3.7353 5.6459 -1.3652 -0.02 -0.01 0.08 -0.80
H -6.2031 4.9619 0.8270 0.01 0.01 0.00 0.31
H -6.1733 4.8422 -2.4879 -0.03 -0.01 0.00 0.34
H -6.2854 6.5638 -2.0806 -0.03 0.00 0.00 0.34
H -7.1203 5.3614 -1.0850 -0.02 0.00 0.01 0.29
H -3.1248 4.7493 -1.2559 0.01 0.00 -0.03 0.13
H -3.2306 6.4619 -0.8475 0.01 0.00 -0.01 0.31
H -3.8296 5.8906 -2.4200 0.00 0.00 -0.02 0.38
```
Forces are in eV/Å.


No. 2
Here is C28H59ClP2Si2Zr as an isolated structure from the OMol25 dataset. Energies are from ωB97M-V/def2-TZVPD.

Orbital gap (alpha / beta) (eV): 6.197 / 6.195
Electronic energy (hartree): -2871.2946

Structure (XYZ):
```
93
Properties=species:S:1:pos:R:3:forces:R:3:mulliken_charge:R:1
Zr 0.3003 -0.1378 0.0782 2.60 -1.71 -0.22 -1.36
C -1.2492 -0.9421 -1.9313 0.42 -0.06 0.43 -0.18
C -0.0302 -0.4513 -2.4832 0.13 -0.71 0.26 0.10
C 1.0232 -1.2951 -1.9651 -1.30 -0.68 -0.42 0.02
Si 0.1297 0.9812 -3.6830 0.12 0.04 0.82 -0.29
C 0.4387 -2.2532 -1.0818 -0.69 0.23 -1.05 -0.27
C -0.9882 -2.0098 -1.0253 0.33 -0.15 -0.77 -0.21
Si -2.3194 -2.9583 -0.1118 0.59 0.58 0.21 -0.57
H -2.2417 -0.5641 -2.1720 0.26 0.09 0.24 0.43
H 2.0519 -1.2678 -2.2886 -0.01 0.07 0.25 0.42
H 0.9498 -3.0873 -0.6141 0.07 0.36 0.10 0.39
Cl 1.4887 0.7459 1.9442 0.29 0.73 1.37 -0.56
C -3.9972 -2.6313 -0.8469 -0.14 -0.15 -0.18 -1.06
C -1.9050 -4.7703 -0.1845 -0.24 -0.29 -0.07 -1.13
C -1.5337 1.4005 -4.4095 -0.13 -0.08 -0.22 -1.16
C 1.3399 0.5156 -5.0176 -0.04 -0.03 -0.35 -1.10
H -2.1520 -5.1179 -1.1989 0.11 -0.05 0.25 0.38
H -2.5247 -5.3283 0.5314 0.18 -0.01 -0.18 0.37
H -0.8484 -4.9922 0.0071 -0.28 0.03 -0.06 0.35
H -4.2962 -1.5774 -0.7791 0.07 -0.27 -0.01 0.28
H -4.7389 -3.2398 -0.3092 0.07 0.18 -0.17 0.38
H -4.0021 -2.9342 -1.9035 -0.11 0.09 0.21 0.33
H 0.8870 -0.2944 -5.6092 0.21 0.17 0.06 0.35
H 2.3066 0.1646 -4.6367 -0.24 0.08 -0.12 0.34
H 1.5092 1.3734 -5.6841 0.05 -0.23 0.08 0.34
H -1.9415 0.5327 -4.9469 0.00 0.23 0.08 0.33
H -1.4141 2.2254 -5.1272 -0.12 -0.17 0.16 0.37
H -2.2545 1.7091 -3.6398 0.17 -0.06 -0.17 0.30
C -2.3001 -2.2906 1.6606 -0.35 -0.43 0.02 -1.31
C 0.7243 2.4689 -2.6708 0.01 0.10 -0.55 -1.36
P -0.6257 -1.8067 2.2051 -0.41 -0.41 0.21 1.67
H -2.7307 -3.0485 2.3302 -0.03 0.27 -0.04 0.90
H -2.9494 -1.3992 1.6979 0.19 -0.23 -0.02 0.42
P 1.8403 2.0084 -1.2922 -0.12 0.23 -0.29 1.31
H -0.1640 2.9652 -2.2502 0.18 -0.17 0.00 0.40
H 1.2035 3.1860 -3.3560 -0.18 -0.06 0.25 1.00
C 2.1914 3.6736 -0.4927 0.05 -0.20 0.11 0.69
C 3.4314 1.6286 -2.2246 -0.24 -0.03 0.11 1.28
C 0.2288 -3.4751 2.3907 -0.10 0.20 -0.14 1.50
C -0.8940 -1.2432 3.9715 0.25 0.17 -0.04 0.83
C -1.0539 0.2752 4.1116 0.16 0.18 0.07 -1.26
H 0.0480 -1.5347 4.4647 -0.24 0.06 -0.01 0.50
C -2.0818 -1.8925 4.6809 -0.11 -0.14 0.21 -1.78
H -3.0342 -1.5590 4.2451 0.26 -0.07 0.09 0.30
H -2.0705 -1.5668 5.7303 -0.05 -0.06 -0.19 0.48
H -2.0634 -2.9825 4.6772 -0.11 0.17 -0.02 0.32
H -0.2423 0.8167 3.6215 -0.25 -0.06 0.08 0.12
H -1.0427 0.5451 5.1762 -0.04 -0.10 -0.15 0.52
H -2.0126 0.6154 3.7004 0.21 -0.11 0.13 0.30
H 0.1956 -3.8869 1.3691 0.04 0.11 0.34 -0.78
C -0.4861 -4.4504 3.3288 0.06 -0.24 0.06 -1.87
C 1.7015 -3.3419 2.8150 0.05 -0.13 -0.02 -1.24
H -1.5193 -4.6701 3.0373 0.14 0.12 0.10 0.31
H -0.4658 -4.0860 4.3645 0.02 -0.15 -0.28 0.34
H 0.0612 -5.4043 3.3171 -0.14 0.19 -0.02 0.53
H 2.3534 -3.2476 1.9446 -0.15 0.06 0.29 0.37
H 2.0076 -4.2524 3.3465 -0.07 0.19 -0.03 0.45
H 1.8747 -2.4876 3.4829 0.03 -0.16 -0.18 0.21
H 3.1476 0.7625 -2.8443 0.15 0.23 0.16 -0.54
C 4.5776 1.2073 -1.2897 0.06 -0.05 -0.12 -1.32
C 3.9221 2.7497 -3.1427 0.24 0.01 -0.17 -1.79
H 3.2065 3.0357 -3.9207 0.07 0.02 0.19 0.30
H 4.8310 2.3990 -3.6548 -0.23 0.10 0.07 0.51
H 4.2080 3.6384 -2.5622 -0.04 -0.29 -0.21 0.32
H 4.5534 0.1345 -1.1015 0.01 0.24 0.09 0.31
H 4.5480 1.7377 -0.3293 0.05 -0.17 -0.14 0.23
H 5.5389 1.4315 -1.7690 -0.15 0.04 0.11 0.45
C 1.3237 3.9340 0.7446 0.19 -0.04 0.30 -1.43
C 2.0581 4.8888 -1.4127 0.13 0.20 -0.07 -1.70
H 3.2402 3.5647 -0.1648 -0.26 0.14 -0.04 0.42
H 1.0104 5.0584 -1.6965 0.24 -0.08 0.08 0.30
H 2.6568 4.8290 -2.3229 -0.18 0.03 0.11 0.31
H 2.3938 5.7756 -0.8578 -0.09 -0.12 -0.11 0.49
H 0.2866 4.1660 0.4709 0.21 -0.04 0.00 0.30
H 1.7229 4.8029 1.2855 -0.10 -0.07 -0.14 0.56
H 1.3314 3.0864 1.4347 -0.10 0.24 -0.17 0.16
C 2.9298 -1.2493 0.2781 -1.09 1.05 -0.23 -1.27
H 3.2424 -1.9322 -0.5231 0.13 0.04 0.15 0.38
H 3.5815 -0.3726 0.3624 -0.15 -0.52 0.14 0.18
H 2.8824 -1.7472 1.2480 0.08 0.23 -0.27 -0.05
C -2.2863 2.7444 1.9303 -0.02 -0.13 0.28 -1.95
C -2.3696 1.4757 1.0796 0.21 0.06 -0.09 3.38
C -3.7332 1.3836 0.3990 -0.22 -0.16 0.27 -1.89
C -1.2365 1.4484 0.0466 -0.15 1.12 -0.68 1.06
H -2.4389 3.6281 1.2977 0.03 -0.13 0.09 0.49
H -1.3102 2.8398 2.4292 -0.21 -0.07 -0.20 0.31
H -3.0588 2.7372 2.7102 0.07 0.09 -0.07 0.47
H -2.2709 0.6093 1.7495 -0.17 0.16 0.01 -2.06
H -3.8795 2.2235 -0.2887 0.04 -0.07 0.06 0.47
H -3.8474 0.4514 -0.1734 0.10 0.22 0.10 0.17
H -4.5296 1.4148 1.1552 0.01 -0.02 -0.19 0.45
H -1.6784 1.4000 -0.9575 0.04 0.31 0.10 -0.13
H -0.6671 2.3903 0.0953 -0.31 -0.12 -0.01 -0.68
```
Forces are in eV/Å.